Run a
A molecular structure, C5H9CsO3. Source: OMol25; level of theory: ωB97M-V/def2-TZVPD.

Geometry as XYZ:
```
18
C5H9CsO3 ωB97M-V/def2-TZVPD
Cs 0.630 1.483 -0.173
O -0.232 -1.686 0.272
O 1.921 -0.005 -0.178
O -1.752 0.042 -0.462
C -3.019 -1.402 0.741
C 0.986 -2.215 -0.254
C -2.802 -0.077 0.278
C 2.127 -1.311 0.200
C -1.429 -1.924 -0.410
H -3.950 -1.836 0.365
H 1.104 -3.257 0.090
H 3.056 -1.755 -0.225
H -2.649 -1.733 1.717
H -3.630 0.611 0.055
H 0.921 -2.223 -1.356
H -1.185 -2.912 -0.864
H 2.223 -1.428 1.306
H -2.263 -2.088 -1.109
```

Frontier orbital gap (eV): 7.6
Highest occupied orbital energy (Eh): -0.27605



Run b
A molecular structure, C5H9CsO3. Source: OMol25; level of theory: ωB97M-V/def2-TZVPD.

Geometry as XYZ:
```
18
C5H9CsO3 ωB97M-V/def2-TZVPD
Cs 1.833 0.287 -4.612
O 1.515 0.632 -0.417
O -0.124 1.432 0.930
O 1.549 0.187 1.740
C -0.985 -1.491 -1.908
C 0.758 0.398 0.588
C -0.309 1.409 2.332
C 1.091 0.990 2.819
C -1.294 -1.774 -3.240
H -0.124 -0.565 0.046
H -2.128 -1.231 -3.703
H 1.063 0.427 3.761
H -0.610 2.409 2.663
H -1.582 -0.669 -1.489
H -1.044 -2.762 -3.647
H 1.770 1.845 2.959
H -1.084 0.678 2.612
H -0.294 -2.200 -1.435
```

Frontier orbital gap (eV): 4.4
Highest occupied orbital energy (Eh): -0.20829



Run c
A molecular structure, C5H9CsO3. Source: OMol25; level of theory: ωB97M-V/def2-TZVPD.

Geometry as XYZ:
```
18
C5H9CsO3 ωB97M-V/def2-TZVPD
Cs 0.180 -1.484 2.470
O 1.433 -0.427 -0.803
O -0.435 1.708 -2.578
O -0.703 0.920 -0.578
C -1.644 1.551 -4.629
C 2.404 1.828 -0.759
C 0.052 1.061 -1.537
C 1.625 0.743 -1.511
C -0.379 1.158 -3.908
H 3.235 1.349 -0.220
H 1.755 2.335 -0.029
H 2.803 2.614 -1.416
H 2.040 0.563 -2.522
H 0.508 1.546 -4.424
H -2.490 0.926 -4.313
H -1.495 1.409 -5.708
H -0.288 0.066 -3.834
H -1.890 2.605 -4.448
```

Frontier orbital gap (eV): 4.7
Highest occupied orbital energy (Eh): -0.20993



It comes down to run c, which is 0.0837 hartree more stable than the next structure.



Run a
A molecular structure, C4H7O3. Source: OMol25; level of theory: ωB97M-V/def2-TZVPD.

Geometry as XYZ:
```
14
C4H7O3 ωB97M-V/def2-TZVPD
O -2.894 -0.559 0.377
O -2.473 1.640 0.081
O -0.861 -2.326 -0.117
C -2.345 0.470 0.067
C 0.051 -1.264 -0.294
C -0.506 0.110 -0.559
C 0.245 1.104 0.188
H 0.283 0.834 1.191
H -0.414 0.162 -1.654
H -0.321 2.018 0.316
H -1.618 -1.807 0.289
H 1.320 1.376 -0.249
H 0.665 -1.564 -1.120
H 0.703 -1.307 0.679
```

Frontier orbital gap (eV): 7.7
Charge: -1
Highest occupied orbital energy (Eh): -0.12510



Run b
A molecular structure, C4H7O3. Source: OMol25; level of theory: ωB97M-V/def2-TZVPD.

Geometry as XYZ:
```
14
C4H7O3 ωB97M-V/def2-TZVPD
O -0.626 2.346 0.780
O -1.809 0.686 1.709
O -0.769 -1.397 0.735
C 1.563 -0.373 0.186
C -0.038 -0.278 0.135
C -1.024 1.230 1.008
C -0.410 -0.064 -1.286
H 2.048 -1.352 -0.276
H 0.123 0.858 -1.748
H 1.909 -0.533 1.146
H -1.473 0.141 -1.530
H -1.359 -0.867 1.396
H 2.013 0.465 -0.357
H -0.148 -0.864 -1.898
```

Frontier orbital gap (eV): 7.4
Charge: -1
Highest occupied orbital energy (Eh): -0.11757



It comes down to run b, which is 0.0040 hartree more stable than the next structure.



Run a
2 unconnected molecules or ions with the total composition C4H7O3. Source: OMol25; level of theory: ωB97M-V/def2-TZVPD.

Geometry as XYZ:
```
14
C4H7O3 ωB97M-V/def2-TZVPD
O 2.385 1.004 1.608
O -0.013 -0.418 -1.474
O 2.173 -0.346 -0.175
C -1.060 -0.123 -0.719
C 2.789 0.177 0.787
C -2.286 0.016 -1.246
C -0.817 0.043 0.758
H -2.476 -0.228 -2.280
H -0.388 -0.891 1.127
H 0.861 -0.389 -0.956
H -1.772 0.171 1.259
H -0.136 0.860 0.992
H 3.839 -0.193 0.922
H -3.098 0.317 -0.604
```

Frontier orbital gap (eV): 8.7
Charge: -1
Highest occupied orbital energy (Eh): -0.16526



Run b
A gas-phase ion, C4H7O3 (charge -1). Source: OMol25; level of theory: ωB97M-V/def2-TZVPD.

Geometry as XYZ:
```
14
C4H7O3 ωB97M-V/def2-TZVPD
O 0.922 2.246 0.905
O -2.446 -1.616 -1.304
O -1.819 -2.530 0.563
C -0.198 0.311 0.281
C 1.188 1.011 0.144
C -0.231 -1.083 -0.465
C -1.677 -1.746 -0.383
H -0.492 0.131 1.263
H -0.840 1.116 -0.162
H 0.469 -1.614 0.104
H 1.498 2.969 0.769
H 2.002 0.518 0.712
H 1.440 1.245 -0.875
H 0.183 -0.957 -1.552
```

Frontier orbital gap (eV): 7.0
Structure (SMILES): O=C([O-])CCCO
Charge: -1
Highest occupied orbital energy (Eh): -0.13687



It comes down to run a, which is 0.0374 hartree more stable than the next structure.



Run a
A single C4H8N2O3 molecule. Source: OMol25; level of theory: ωB97M-V/def2-TZVPD.

Geometry as XYZ:
```
17
C4H8N2O3 ωB97M-V/def2-TZVPD
O -2.625 -0.601 -0.208
O -0.806 -1.884 0.128
O 2.834 0.806 -0.231
N 2.039 -1.446 -0.175
N -1.469 1.479 -0.099
C -0.559 0.340 -0.351
C 1.983 -0.017 -0.052
C 0.639 0.350 0.530
C -1.357 -0.822 -0.068
H -1.356 2.488 -0.589
H 2.833 -2.054 -0.561
H 0.269 -0.439 1.276
H -1.292 1.749 0.882
H -0.237 0.170 -1.444
H -2.793 0.427 -0.127
H 1.248 -2.013 0.118
H 0.648 1.468 0.973
```

Frontier orbital gap (eV): 10.5
Structure (SMILES): NC(=O)C[C@H](N)C(=O)O
Highest occupied orbital energy (Eh): -0.36764



Run b
2 unconnected molecules or ions with the total composition C4H8N2O3. Source: OMol25; level of theory: ωB97M-V/def2-TZVPD.

Geometry as XYZ:
```
17
C4H8N2O3 ωB97M-V/def2-TZVPD
O -1.928 -0.248 0.824
O 1.471 -0.688 -0.065
O -2.400 1.031 -1.417
N -0.856 0.061 -0.049
N -0.173 0.750 -2.137
C -0.109 -1.622 1.484
C -1.281 0.584 -1.361
C 1.933 0.520 0.562
C 0.068 -0.825 0.331
H 1.699 0.304 1.741
H -2.659 1.002 0.699
H -1.145 -1.868 1.971
H 0.431 -0.130 -1.724
H 2.884 0.427 0.083
H 1.008 -1.997 1.648
H 1.493 1.496 0.382
H -0.438 1.204 -2.972
```

Frontier orbital gap (eV): 8.3
Highest occupied orbital energy (Eh): -0.30616



Run c
A single C4H8N2O3 molecule. Source: OMol25; level of theory: ωB97M-V/def2-TZVPD.

Geometry as XYZ:
```
17
C4H8N2O3 ωB97M-V/def2-TZVPD
O 1.060 -0.039 -2.159
O -3.375 -1.291 -2.039
O 0.299 -2.009 -1.245
N -1.709 -1.524 -3.551
N -0.408 -0.202 0.597
C -2.237 -1.042 -2.412
C 0.135 -0.644 -1.670
C -1.298 -0.139 -1.605
C -1.667 -0.064 -0.121
H -1.302 0.864 -2.053
H 1.219 -2.274 -1.382
H 0.131 0.656 0.644
H -2.259 -2.144 -4.130
H -2.201 0.883 0.061
H -0.800 -1.240 -3.888
H 0.097 -1.158 0.390
H -2.325 -0.900 0.144
```

Frontier orbital gap (eV): 9.6
Structure (SMILES): NC[C@H](C(N)=O)C(=O)O
Highest occupied orbital energy (Eh): -0.33302



It comes down to run c, which is 0.0269 hartree more stable than the next structure.



Run a
A molecular structure, C4H8N2O3. Source: OMol25; level of theory: ωB97M-V/def2-TZVPD.

Geometry as XYZ:
```
17
C4H8N2O3 ωB97M-V/def2-TZVPD
O -0.512 1.459 0.600
O 0.330 -0.164 1.920
O 1.652 1.392 1.192
N -1.797 -0.964 -1.561
N 0.833 -1.832 -0.881
C 1.648 -1.167 -1.347
C -0.868 -0.942 1.809
C 0.386 0.946 1.213
C -1.810 0.184 -1.616
H 0.921 0.992 -2.283
H 0.260 0.819 -1.835
H 2.594 -0.765 -1.618
H -0.877 -1.592 2.679
H 1.694 2.206 0.670
H -1.741 -0.290 1.823
H -0.836 -1.526 0.888
H -1.876 1.245 -1.654
```

Frontier orbital gap (eV): 11.7
Highest occupied orbital energy (Eh): -0.40857



Run b
A single C4H8N2O3 molecule. Source: OMol25; level of theory: ωB97M-V/def2-TZVPD.

Geometry as XYZ:
```
17
C4H8N2O3 ωB97M-V/def2-TZVPD
O -0.172 2.648 0.428
O 1.750 -1.129 0.952
O -1.023 0.673 -0.248
N -0.787 1.164 2.001
N 1.828 0.241 -0.850
C -0.684 1.561 0.712
C -0.415 -0.634 -0.116
C -0.713 -1.417 -1.383
C 1.157 -0.462 0.113
H 2.839 0.223 -0.796
H -1.795 -1.492 -1.542
H -0.862 -1.156 0.736
H -0.618 1.874 2.702
H 1.338 0.950 -1.382
H -0.297 -2.427 -1.323
H -1.230 0.299 2.267
H -0.316 -0.916 -2.273
```

Frontier orbital gap (eV): 10.7
Structure (SMILES): C[C@H](OC(N)=O)C(N)=O
Highest occupied orbital energy (Eh): -0.36607



It comes down to run b, which is 0.1246 hartree more stable than the next structure.



Run a
A molecular structure, C6H14N2. Source: OMol25; level of theory: ωB97M-V/def2-TZVPD.

Geometry as XYZ:
```
22
C6H14N2 ωB97M-V/def2-TZVPD
N 1.871 -0.291 0.179
N -2.465 0.315 -0.671
C 0.924 0.250 0.893
C 1.892 -0.367 -1.258
C -0.945 -1.555 -0.643
C -0.407 0.643 0.497
C -1.236 -0.136 -0.252
C -0.884 1.961 1.065
H -1.811 -2.182 -0.418
H 1.777 -1.401 -1.597
H -3.171 -0.369 -0.887
H -1.876 1.873 1.518
H -0.924 2.739 0.297
H 1.098 0.227 -1.718
H -0.745 -1.635 -1.713
H 2.849 0.019 -1.612
H -0.101 -1.954 -0.087
H -0.198 2.308 1.837
H 1.203 0.381 1.935
H -2.812 1.187 -0.308
H 3.183 -1.174 1.950
H 2.778 -0.840 0.993
```

Frontier orbital gap (eV): 7.8
Highest occupied orbital energy (Eh): -0.26688



Run b
A single C6H14N2 molecule. Source: OMol25; level of theory: ωB97M-V/def2-TZVPD.

Geometry as XYZ:
```
22
C6H14N2 ωB97M-V/def2-TZVPD
N 0.246 0.135 -0.888
N 0.767 0.836 0.512
C -2.191 -0.108 -0.983
C -0.838 -0.669 -0.621
C 1.527 0.147 1.537
C 1.370 -0.400 -1.651
C -0.156 1.807 1.070
C -0.731 -1.820 0.089
H 0.889 -0.352 2.278
H -0.790 2.253 0.299
H 2.141 0.873 2.088
H -1.612 -2.395 0.350
H 0.232 -2.267 0.294
H 2.211 -0.594 1.114
H 1.865 -1.226 -1.130
H -0.823 1.374 1.827
H 1.022 -0.750 -2.630
H -2.879 -0.888 -1.327
H 0.404 2.627 1.537
H -2.650 0.415 -0.140
H 2.108 0.389 -1.821
H -2.112 0.612 -1.803
```

Frontier orbital gap (eV): 9.0
Structure (SMILES): C=C(C)N(C)N(C)C
Highest occupied orbital energy (Eh): -0.29537



It comes down to run a, which is 0.0049 hartree more stable than the next structure.